{
  "formula": "C24H40BrFN4SSiV",
  "method": "ωB97M-V with the def2-TZVPD basis set",
  "species": ["V", "C", "Si", "C", "C", "N", "C", "C", "C", "C", "C", "C", "F", "H", "H", "H", "H", "H", "H", "H", "H", "H", "H", "H", "H", "H", "C", "C", "C", "C", "C", "Br", "N", "C", "H", "H", "H", "H", "H", "H", "C", "C", "N", "C", "S", "N", "C", "C", "H", "H", "H", "H", "H", "H", "H", "H", "H", "H", "H", "H", "C", "C", "C", "C", "H", "H", "H", "H", "H", "H", "H", "H", "H"],
  "coordinates": [[0.863976, 0.063352, 0.297055], [-1.258516, 3.694260, 1.478281], [0.296629, 2.732644, 1.855067], [1.570202, 3.241654, 0.567176], [0.937285, 3.186093, 3.547509], [0.065601, 0.980141, 1.763327], [-0.314561, 0.257548, 2.901736], [-1.320637, 0.625674, 3.796272], [-1.624879, -0.170823, 4.891951], [-0.944196, -1.357742, 5.123221], [0.056213, -1.757654, 4.245078], [0.329655, -0.941889, 3.177341], [1.295920, -1.314093, 2.268954], [-1.061081, 4.764192, 1.581585], [-2.087325, 3.448182, 2.145014], [-1.576182, 3.520860, 0.449743], [1.943091, 4.224572, 0.871336], [1.150678, 3.362645, -0.431533], [2.446811, 2.594867, 0.508433], [1.019343, 4.272863, 3.624674], [1.929742, 2.766413, 3.719468], [0.286314, 2.844135, 4.352339], [-1.869345, 1.543457, 3.624004], [-2.407950, 0.139815, 5.570604], [-1.188996, -1.973865, 5.976714], [0.611037, -2.676164, 4.381031], [4.610946, -0.905911, -3.464559], [4.444703, -0.548506, -2.015739], [5.524062, -0.373461, -1.156028], [5.312413, -0.046701, 0.170120], [4.010911, 0.102617, 0.613903], [3.713743, 0.533208, 2.419408], [2.956106, -0.053248, -0.186603], [3.185840, -0.374307, -1.472122], [5.662528, -1.016599, -3.720367], [4.187563, -0.133018, -4.106874], [4.107557, -1.845471, -3.694163], [6.535264, -0.494753, -1.523899], [6.132769, 0.090288, 0.858235], [2.300064, -0.489827, -2.086141], [-2.819889, -0.581436, -5.073438], [-1.838867, -1.309131, -4.164090], [-0.948578, -0.408068, -3.436420], [-1.243444, 0.252601, -2.318430], [-0.019082, 1.290512, -1.649450], [-2.452137, 0.123105, -1.800526], [-2.986661, 0.798783, -0.616767], [-3.810006, 2.013897, -1.006529], [-3.446681, -1.301353, -5.598323], [-2.286791, 0.012163, -5.815163], [-3.472314, 0.091793, -4.515581], [-1.202163, -1.975671, -4.743301], [-2.354135, -1.946573, -3.440312], [-0.035452, -0.216402, -3.813512], [-3.110740, -0.448906, -2.307842], [-2.151356, 1.059732, 0.029501], [-3.594397, 0.066015, -0.085461], [-3.194579, 2.744388, -1.532669], [-4.221605, 2.488423, -0.116758], [-4.642583, 1.733532, -1.653743], [-0.859420, -4.086945, -0.306689], [-0.670836, -2.757708, 0.425304], [-2.024746, -2.088348, 0.638466], [0.333369, -1.867247, -0.313699], [-1.540756, -4.747891, 0.232977], [0.090175, -4.609410, -0.431864], [-1.279128, -3.915755, -1.303226], [-0.257566, -2.987251, 1.410904], [-2.538947, -1.956666, -0.318604], [-1.925925, -1.108406, 1.111641], [-2.668155, -2.700165, 1.273429], [0.034159, -1.794116, -1.370817], [1.305939, -2.382965, -0.310585]],
  "atomic_forces_ev_per_a": [[-0.04, -0.27, 0.15], [-0.02, -0.02, 0.04], [-0.08, 0.01, 0.00], [-0.01, 0.04, 0.04], [0.01, -0.01, -0.01], [-0.06, 0.07, -0.08], [0.06, -0.06, 0.00], [-0.01, -0.01, 0.00], [0.00, 0.00, 0.00], [0.00, 0.00, -0.01], [0.01, -0.01, 0.01], [-0.05, 0.01, 0.03], [0.01, 0.02, -0.16], [0.00, 0.00, 0.00], [0.00, -0.01, -0.01], [-0.06, -0.04, -0.07], [0.00, -0.01, 0.00], [-0.01, 0.00, 0.00], [0.05, -0.05, 0.00], [0.01, 0.00, 0.00], [0.01, -0.01, 0.01], [-0.01, 0.00, 0.00], [0.00, 0.00, -0.01], [0.00, 0.00, 0.00], [0.00, 0.00, 0.00], [0.00, 0.00, 0.00], [0.00, 0.00, 0.00], [-0.01, -0.01, 0.01], [-0.01, 0.00, 0.00], [0.01, 0.00, -0.01], [-0.01, -0.04, 0.01], [0.03, 0.12, -0.02], [0.12, 0.03, 0.00], [0.00, 0.00, -0.01], [0.00, 0.00, 0.00], [0.00, 0.00, 0.00], [0.00, 0.00, 0.00], [0.00, 0.00, 0.00], [0.00, 0.00, 0.00], [0.01, 0.00, 0.00], [0.00, 0.00, 0.00], [-0.01, 0.01, 0.00], [0.03, -0.02, -0.03], [-0.02, 0.02, 0.03], [0.00, 0.01, -0.03], [0.05, -0.02, 0.01], [-0.06, 0.08, -0.03], [0.06, 0.03, 0.01], [0.00, 0.00, 0.00], [0.00, 0.00, 0.00], [0.00, 0.00, 0.00], [0.00, 0.01, -0.01], [0.01, -0.02, -0.01], [0.00, -0.01, 0.01], [0.00, 0.01, -0.01], [0.02, 0.04, 0.01], [0.01, 0.06, -0.01], [0.00, 0.01, 0.01], [0.00, 0.01, 0.02], [0.00, 0.00, 0.00], [0.01, -0.01, 0.01], [0.01, 0.00, 0.02], [0.01, -0.04, 0.01], [-0.17, 0.13, 0.01], [0.00, 0.00, 0.00], [0.00, 0.00, 0.00], [0.00, 0.00, 0.00], [0.00, 0.02, 0.02], [0.04, -0.04, 0.03], [0.02, -0.03, 0.02], [0.00, -0.01, 0.00], [-0.01, -0.04, 0.00], [0.02, 0.03, -0.01]],
  "multiplicity": 3,
  "max_force_ev_per_a": 0.3,
  "s2": 2.0335,
  "energy_ha": -5463.00631,
  "total_charge": 1,
  "e_homo_ev": [-10.3, -10.5],
  "e_above_lowest_kj_mol": 18.1
}